C11H20F3O8 | ωB97M-V with the def2-TZVPD basis set

The geometry in XYZ format:
```
42
C11H20F3O8 ωB97M-V with the def2-TZVPD basis set
O -8.126 -22.072 -3.991
C -9.283 -22.337 -4.444
O -9.977 -21.343 -4.733
O -9.715 -23.499 -4.369
H -8.434 -21.164 -3.933
C 0.729 -17.826 -14.481
O 1.115 -18.463 -13.259
C 0.595 -19.710 -13.011
C -0.935 -19.679 -12.735
O -1.300 -18.831 -11.623
C -2.683 -18.932 -11.207
C -2.780 -18.241 -9.823
O -2.220 -16.964 -9.791
C -2.534 -16.169 -10.951
H 1.370 -16.949 -14.564
H -0.295 -17.500 -14.663
H 1.060 -18.444 -15.315
H 1.143 -20.247 -12.237
H 0.766 -20.380 -13.853
H -1.294 -20.703 -12.628
H -1.353 -19.172 -13.605
H -3.007 -19.956 -11.020
H -3.269 -18.462 -11.998
H -2.352 -18.883 -9.053
H -3.865 -18.190 -9.736
H -2.157 -15.171 -10.730
H -3.593 -16.034 -11.170
H -1.968 -16.512 -11.817
C -7.408 -20.988 2.850
C -7.093 -21.044 4.348
O -6.020 -22.048 4.639
C -4.687 -21.751 4.492
O -4.253 -20.568 4.408
C -3.681 -22.929 4.755
F -4.320 -23.962 5.253
F -2.970 -23.396 3.707
F -2.814 -22.558 5.622
H -8.440 -20.640 2.819
H -7.396 -22.027 2.521
H -6.696 -20.545 2.154
H -8.019 -21.369 4.824
H -6.857 -20.039 4.697
```

Output
HOMO-LUMO gap: 5.5852 eV
HOMO energy: -3.5733 eV
Total charge: -1
Relative energy (zero: lowest compared OMol25 entry of this formula, charge and spin): 2.426 eV
Spin multiplicity: 1


C4H12N2S | ωB97M-V with the def2-TZVPD basis set

The geometry in XYZ format:
```
19
C4H12N2S ωB97M-V with the def2-TZVPD basis set
C -0.860 -1.088 -2.020
N 0.561 -0.560 -1.582
C 0.437 0.138 -0.249
C -0.475 1.338 -0.345
S -0.564 2.459 1.170
C 0.243 -0.683 1.052
N 1.119 -0.165 2.168
H -1.444 -1.353 -1.169
H -1.272 -0.272 -2.701
H -0.657 -1.836 -2.728
H 1.100 -1.413 -1.367
H 1.400 0.642 -0.224
H -0.197 2.028 -1.150
H -1.603 1.015 -0.434
H 0.007 2.094 2.333
H 0.524 -1.728 0.680
H -0.832 -0.633 1.340
H 1.327 0.842 2.265
H 1.186 -0.825 2.962
```

Output
HOMO-LUMO gap: 9.7182 eV
HOMO energy: -8.8980 eV
Total charge: 0
Structure (SMILES): CN[C@H](CN)CS
Relative energy (zero: lowest compared OMol25 entry of this formula, charge and spin): 2.157 eV
Spin multiplicity: 1


C21H24F2N3O6PS2 | ωB97M-V with the def2-TZVPD basis set

The geometry in XYZ format:
```
59
C21H24F2N3O6PS2 ωB97M-V with the def2-TZVPD basis set
C 3.701 2.167 1.667
C 3.230 2.567 0.259
C 1.991 1.814 -0.250
N 0.746 2.619 -0.339
C -0.338 2.192 0.466
C -0.324 2.604 1.813
N 0.692 3.446 2.280
C -1.318 2.161 2.680
C -2.374 1.394 2.220
C -2.435 1.022 0.879
C -1.401 1.408 -0.005
P -1.508 0.930 -1.750
S 0.116 0.573 -2.771
S -3.861 0.072 0.395
C -3.943 -0.967 1.819
C -4.252 -2.318 1.710
C -4.304 -3.095 2.860
C -4.032 -2.533 4.100
C -3.722 -1.183 4.201
C -3.694 -0.393 3.060
N -3.413 1.014 3.142
H 4.248 2.976 2.153
H 2.867 1.879 2.307
H 4.376 1.309 1.602
H 4.047 2.338 -0.431
H 3.072 3.646 0.181
H 2.193 1.433 -1.253
H 1.813 0.937 0.380
H 0.464 2.619 -1.310
H 1.217 3.827 1.501
H 0.333 4.198 2.851
H -1.308 2.445 3.727
H -2.321 1.927 -2.309
H -2.361 -0.166 -1.706
H -4.437 -2.742 0.731
H -4.546 -4.148 2.776
H -4.059 -3.143 4.994
H -3.506 -0.720 5.156
H -4.261 1.506 2.860
C -2.902 -5.081 -2.484
C -4.223 -4.641 -1.885
O -4.133 -3.233 -1.946
C -3.260 -2.896 -2.942
O -3.119 -1.806 -3.375
O -2.598 -3.997 -3.362
F -4.362 -5.024 -0.591
H -2.138 -5.147 -1.707
H -2.954 -6.012 -3.040
H -5.106 -4.967 -2.437
C 7.588 0.211 -2.995
C 6.938 1.530 -3.363
O 5.581 1.301 -3.045
C 5.516 0.325 -2.095
O 4.549 0.053 -1.473
O 6.726 -0.269 -1.962
F 7.050 1.813 -4.682
H 7.560 -0.473 -3.844
H 8.603 0.305 -2.621
H 7.296 2.390 -2.794
```

Output
HOMO-LUMO gap: 8.3205 eV
HOMO energy: -7.6404 eV
Total charge: 0
Structure (SMILES): CCCNc1c(N)cc2c(c1[PH2]=S)Sc1ccccc1N2.O=C1OC[C@@H](F)O1.O=C1OC[C@@H](F)O1
Spin multiplicity: 1


C7H19N2O | ωB97M-V with the def2-TZVPD basis set

The geometry in XYZ format:
```
29
C7H19N2O ωB97M-V with the def2-TZVPD basis set
C -1.110 2.374 1.645
C -1.364 0.136 -2.192
C -0.891 -2.161 -1.243
C 0.304 1.951 1.861
C 0.442 0.512 1.831
C -0.238 -0.844 -1.659
C 0.466 -0.230 -0.525
N 1.630 0.288 -0.782
N -0.138 -0.084 0.592
O 1.760 -2.256 0.333
H -1.211 3.348 1.267
H -1.470 1.625 0.993
H -1.669 2.438 2.567
H -0.884 1.082 -2.493
H -1.674 -0.088 -3.226
H -2.164 0.377 -1.561
H -0.169 -2.543 -0.487
H -1.029 -2.847 -2.061
H -1.870 -2.067 -0.806
H 0.656 2.355 2.850
H 0.982 2.320 1.043
H 1.513 0.142 2.001
H -0.265 0.101 2.676
H 0.502 -1.039 -2.567
H 2.337 -0.006 -1.501
H 2.139 0.624 -0.047
H 2.269 -2.463 1.139
H -1.029 -0.397 0.688
H 2.173 -2.647 -0.337
```

Output
HOMO-LUMO gap: 11.8297 eV
HOMO energy: -14.6085 eV
Total charge: +1
Relative energy (zero: lowest compared OMol25 entry of this formula, charge and spin): 2.158 eV
Spin multiplicity: 1


Cl4F4O16Sr2 | ωB97M-V with the def2-TZVPD basis set

The geometry in XYZ format:
```
26
Cl4F4O16Sr2 ωB97M-V with the def2-TZVPD basis set
Sr -2.487 -2.907 1.217
Sr 1.358 -0.836 -0.217
F -0.589 -2.483 -0.362
F 0.342 -0.629 -2.618
F -4.235 -4.807 1.276
F -4.733 -1.834 1.740
Cl -3.366 1.072 -0.314
O -3.587 1.104 1.102
O -4.626 0.571 -0.825
O -3.031 2.380 -0.802
O -2.307 0.170 -0.671
Cl 0.175 -1.514 3.031
O -0.329 -0.506 2.150
O 0.576 -1.057 4.312
O -0.849 -2.497 3.299
O 1.323 -2.063 2.311
Cl 4.374 -0.034 -2.292
O 3.932 -0.499 -1.066
O 4.015 1.341 -2.345
O 5.774 -0.181 -2.292
O 3.755 -0.696 -3.402
Cl 0.920 3.161 -0.574
O 2.022 4.008 -1.037
O 1.320 2.073 0.228
O -0.081 3.998 -0.013
O 0.333 2.665 -1.836
```

Output
HOMO-LUMO gap: 6.2539 eV
HOMO energy: 1.7821 eV
Total charge: -4
Spin multiplicity: 1


C4H4N4O | ωB97M-V with the def2-TZVPD basis set

The geometry in XYZ format:
```
13
C4H4N4O ωB97M-V with the def2-TZVPD basis set
C 1.273 0.455 -0.871
C 0.885 -1.725 0.249
C -1.073 -0.044 -0.318
C 0.371 -0.391 -0.159
N 1.945 1.294 -1.249
N 1.315 -2.760 0.554
N -1.548 0.738 -1.317
N 0.607 0.464 1.715
O -1.856 -0.498 0.507
H -1.022 1.366 -1.889
H -2.492 1.058 -1.325
H 0.034 -0.274 2.216
H 1.560 0.319 1.888
```

Output
HOMO-LUMO gap (alpha / beta): 9.1064 / 9.1064 eV
HOMO energy (alpha / beta): -10.8621 / -10.8606 eV
Total charge: 0
Relative energy (zero: lowest compared OMol25 entry of this formula, charge and spin): 3.005 eV
Spin multiplicity: 1


Which value of total charge does entry 4 give? +1